The following is a quantum chemistry calculation of a molecular structure, C2HLiO2Sm in a non-equilibrium geometry, from the OMol25 dataset.

Structure (ORCA input):
```
! wB97M-V def2-TZVPD RIJCOSX def2/J DEFGRID3
* xyz 0 7
O -1.728 -0.225 -0.051
C -0.840 0.351 -0.618
C 0.253 0.802 -1.107
H 0.465 1.258 -2.069
Li -0.848 -1.244 1.550
Sm 1.810 0.163 0.609
O 0.888 -1.104 1.686
*
```

Computed properties:
Molecular weight in g/mol: 214.33
HOMO level (alpha / beta) in eV: -5.24 / -8.46
Expectation value of S²: 12.01
Calculated total energy in a.u.: -892.743089
Lowest unoccupied orbital energy (alpha / beta) in eV: 0.137 / -0.139

For reference, the Mulliken charges in units of e are: -0.71 0.74 -1.09 0.35 0.90 0.87 -1.06

***

The following is a quantum chemistry calculation of a molecular structure, C2HLiO2Tb in a non-equilibrium geometry, from the OMol25 dataset.

Structure (ORCA input):
```
! wB97M-V def2-TZVPD RIJCOSX def2/J DEFGRID3
* xyz 2 8
O -2.330 0.100 -0.943
C -1.415 0.173 -0.218
C -0.258 0.200 0.427
H -0.360 0.451 1.490
Tb 2.306 1.336 -0.658
Li 1.148 -1.934 0.340
O 0.908 -0.326 -0.439
*
```

Computed properties:
Molecular weight in g/mol: 222.89
HOMO level (alpha / beta) in eV: -17.13 / -17.13
Expectation value of S²: 15.77
Energy relative to the best compared isomer or geometry (same formula, charge and spin) in eV: 0.1946
Calculated total energy in a.u.: -1058.599079
Lowest unoccupied orbital energy (alpha / beta) in eV: -8.203 / -9.551

For reference, the Mulliken charges in units of e are: -0.20 0.73 -0.72 0.50 1.77 0.93 -1.00

***

The following is a quantum chemistry calculation of a molecular structure, C2HN2O4 in a non-equilibrium geometry, from the OMol25 dataset.

Structure (ORCA input):
```
! wB97M-V def2-TZVPD RIJCOSX def2/J DEFGRID3
* xyz -1 1
C 1.303 -1.502 0.443
C 2.446 -0.664 0.239
N 3.728 -1.119 0.218
N 2.273 0.695 0.088
O 3.233 1.390 -0.327
O 4.677 -0.422 -0.143
O 0.126 -1.425 0.530
O -0.676 0.107 0.508
H -0.002 0.625 -0.051
*
```

Computed properties:
Molecular weight in g/mol: 117.04
HOMO level (alpha / beta) in eV: -3.48 / -3.45
Energy relative to the best compared isomer or geometry (same formula, charge and spin) in eV: 8.4521
Calculated total energy in a.u.: -487.037728
Lowest unoccupied orbital energy (alpha / beta) in eV: 3.916 / 3.888

For reference, the natural (NBO) charges in units of e are: 0.45 -0.13 0.02 0.00 -0.37 -0.36 -0.26 -0.79 0.43